{"formula": "C17H52O9", "method": "ωB97M-V/def2-TZVPD", "symbols": ["C", "C", "C", "O", "H", "H", "H", "H", "H", "H", "H", "H", "C", "C", "C", "O", "H", "H", "H", "H", "H", "H", "H", "H", "C", "C", "C", "O", "H", "H", "H", "H", "H", "H", "H", "H", "C", "C", "C", "O", "H", "H", "H", "H", "H", "H", "H", "H", "C", "O", "H", "H", "H", "H", "C", "O", "H", "H", "H", "H", "C", "O", "H", "H", "H", "H", "C", "O", "H", "H", "H", "H", "C", "O", "H", "H", "H", "H"], "xyz": [[3.0499, -3.1118, 0.4196], [1.7143, -2.3965, 0.5422], [1.5380, -1.8753, 1.9957], [1.6856, -1.3528, -0.4545], [2.9629, -4.0652, 0.9406], [3.8805, -2.5792, 0.8828], [3.3258, -3.4237, -0.5877], [0.9110, -3.0881, 0.2881], [2.3647, -1.1985, 2.2119], [1.4923, -2.6579, 2.7530], [0.6499, -1.2538, 2.1101], [0.8906, -0.8660, -0.2249], [-3.1135, 1.3207, -1.2892], [-2.3803, 0.7086, -2.4462], [-3.1304, 0.9030, -3.8091], [-1.1449, 1.3593, -2.5598], [-3.3858, 2.3510, -1.5182], [-2.5293, 1.2880, -0.3696], [-4.0037, 0.7242, -1.0899], [-2.1910, -0.3616, -2.3633], [-3.3690, 1.9377, -4.0553], [-4.1000, 0.4190, -3.6919], [-2.6263, 0.4565, -4.6662], [-0.8023, 1.1188, -3.4238], [2.1165, 1.0097, 2.0619], [3.1920, 1.0154, 0.9564], [3.2860, 2.3490, 0.1929], [4.4866, 0.6677, 1.3974], [2.5034, 1.6696, 2.8384], [2.0187, 0.0421, 2.5542], [1.1332, 1.3442, 1.7313], [2.9272, 0.2147, 0.2658], [3.6352, 3.1670, 0.8230], [2.3113, 2.7126, -0.1324], [3.9883, 2.2952, -0.6390], [4.8482, 1.4590, 1.8034], [0.3529, 3.2095, 0.6204], [-0.7326, 2.7508, -0.3552], [-1.0312, 3.8015, -1.4859], [-0.2780, 1.5873, -0.9625], [0.6072, 2.4709, 1.3806], [0.1012, 4.0613, 1.2523], [1.2459, 3.5035, 0.0689], [-1.6637, 2.5743, 0.1833], [-1.7702, 3.5174, -2.2350], [-0.1234, 4.0129, -2.0511], [-1.3313, 4.7507, -1.0420], [-0.8792, 1.3572, -1.6747], [-0.6506, -3.5153, 2.6870], [0.0190, -4.4204, 1.8686], [-0.6020, -2.5032, 2.2853], [-1.7290, -3.6678, 2.7298], [-0.3239, -3.5455, 3.7264], [0.8298, -4.7262, 2.2817], [-3.0917, -1.8387, 2.7479], [-2.6410, -0.9420, 3.7375], [-4.1506, -2.0844, 2.8280], [-2.9381, -1.4747, 1.7320], [-2.6716, -2.8358, 2.8801], [-3.4479, -0.5793, 4.1102], [-0.8737, -2.2148, -2.0881], [-1.9484, -2.4483, -1.2025], [0.0637, -1.9682, -1.5894], [-0.6348, -3.1680, -2.5598], [-1.0493, -1.5333, -2.9204], [-1.6633, -3.1131, -0.5713], [1.8780, 1.0975, -2.1689], [1.3187, 2.3569, -2.2195], [2.1147, 0.9664, -1.1130], [1.1284, 0.3833, -2.5093], [2.8148, 0.8964, -2.6886], [0.5983, 2.4114, -1.5873], [-1.0565, -0.4718, 0.5437], [0.2409, 0.0662, 0.3222], [-1.6979, 0.2069, 1.1059], [-1.5602, -0.6693, -0.4026], [-1.0517, -1.3241, 1.2232], [0.1431, 0.7587, -0.3355]], "forces_ev_per_angstrom": [[-0.1121, -0.9188, 0.3542], [0.6353, 0.5604, -0.7097], [0.5404, 0.0355, -0.7047], [3.3171, -3.8731, -0.4886], [0.0775, -0.1706, 0.3674], [-0.0842, 0.2681, -0.1315], [-0.2054, 0.4917, -0.2128], [-0.0365, -0.2137, 0.1509], [0.2227, -1.4127, -0.2125], [0.3686, -0.0092, -0.2562], [0.3553, -0.1734, 0.0026], [-0.2460, 0.8432, 0.0873], [-0.6704, -0.5218, 0.3341], [-2.5728, -0.3757, -2.5060], [-0.5910, -0.2633, 1.0871], [-7.2754, -1.4483, -17.1138], [-0.1214, -0.0975, 0.0939], [-0.4453, -0.1419, -0.4421], [-0.1478, 0.1146, -0.1280], [-0.3999, 0.3112, 0.4999], [0.3479, 0.1918, 0.2520], [-0.0287, -0.2132, -0.2122], [0.1930, -0.1371, 0.1214], [0.9311, 0.2132, -0.0530], [1.3085, 0.7701, 1.0326], [-0.8212, 0.1559, -0.7907], [-0.1226, 0.0252, 0.3748], [0.2640, -0.2089, 0.6375], [-0.1678, 0.5035, 0.2589], [0.0134, 1.4683, -0.2068], [1.1069, -1.0668, 0.5012], [0.1166, 0.0751, 0.0128], [0.2522, -0.0153, 0.5211], [1.3502, -0.8753, -0.4146], [-0.1423, -0.1964, -0.0797], [0.2357, 0.0200, 0.2065], [-0.6792, 1.2098, 0.3088], [-0.3495, 2.0824, 0.9013], [0.3272, 0.6356, 0.6249], [1.8591, 5.6303, 9.6764], [-0.4543, 0.5975, -0.9478], [-0.5632, 0.3691, -0.3677], [-0.8757, 0.3114, 0.3048], [0.2146, 0.1877, 0.2753], [-0.0514, -0.0394, 0.4141], [0.0330, 0.0564, 0.0574], [-0.1296, -0.0520, 0.1607], [2.0968, -0.9037, 4.5460], [-0.7518, 0.1292, 0.5250], [-0.1419, -0.9328, -0.3013], [0.2229, -0.4329, 0.4416], [1.0350, -1.6592, -0.3723], [0.2046, 0.2289, 0.0140], [-0.0396, 0.0997, 0.0100], [-1.2224, -0.8470, -0.2113], [-0.2781, 0.0347, 0.0014], [-0.4060, 0.5310, 0.1358], [0.1202, -0.0495, 0.0850], [-0.4698, 1.2381, 0.0089], [0.2699, 0.3011, 0.2659], [1.3937, -1.8471, -0.3726], [-0.9218, 0.1769, -0.5862], [-0.1253, 0.5125, 0.0911], [0.0376, -0.1402, -0.4164], [-0.4853, 0.0256, 0.3770], [0.1002, -0.0649, 0.0472], [-0.1844, -0.5523, 1.3970], [3.0312, 2.9119, -3.7845], [-0.1086, -1.0917, -0.5735], [0.2491, -0.7269, 0.0548], [-0.1234, 0.7570, -0.4734], [1.1188, -0.6305, -0.6885], [0.0461, 1.2012, 0.2835], [-2.2416, -3.9447, 6.0793], [-0.0032, 0.5864, 0.1822], [0.1371, -0.2511, 0.6280], [0.3849, -0.1225, -0.8397], [0.2784, 0.7591, -0.1957]], "lowdin_charge": [-0.040, -0.409, -0.057, -0.115, 0.066, 0.084, 0.080, 0.110, 0.056, 0.080, 0.061, -0.114, -0.012, -0.368, -0.004, 0.112, 0.100, 0.049, 0.111, 0.098, 0.086, 0.087, 0.084, 0.183, -0.048, -0.448, -0.054, -0.034, 0.093, 0.035, 0.038, 0.105, 0.091, 0.016, 0.097, 0.079, -0.005, -0.356, 0.004, -0.083, 0.050, 0.101, 0.067, 0.123, 0.072, 0.090, 0.092, -0.311, -0.195, -0.094, 0.031, 0.043, 0.114, 0.087, -0.180, -0.080, 0.092, 0.069, 0.029, 0.078, -0.140, -0.127, 0.069, 0.093, 0.077, 0.089, -0.133, -0.131, 0.044, 0.084, 0.109, -0.056, -0.071, -0.102, 0.096, 0.066, 0.050, -0.153], "lumo_ev": 0.37, "multiplicity": 1, "gap_ha": 0.32556, "de_lowest_kcal_mol": 340.09, "energy_ev": -36884.703}